45
Properties=species:S:1:pos:R:3:forces:R:3:lowdin_charge:R:1 method="wB97M-V/def2-TZVPD" relative_energy_kcal_mol=0.0 homo_lumo_gap_ev=8.45 total_energy_ha=-1364.90428 largest_force_ev_per_a=0.8 e_lumo_ev=-2.665 total_charge=+1
O -3.38344 -0.31441 -1.59809 -0.1 0.4 -0.1 -0.088
H -4.18953 -0.08657 -2.07364 0.0 0.0 0.0 0.123
C -3.04636 -1.68011 -1.85428 -0.1 -0.6 0.0 -0.204
C -3.65664 -2.61222 -0.80173 0.3 0.1 -0.1 -0.165
H -3.79980 -3.59598 -1.24692 -0.1 0.0 0.0 0.122
H -4.65147 -2.23684 -0.54586 0.0 0.0 -0.1 0.118
C -2.81062 -2.79776 0.46811 -0.2 0.2 -0.1 -0.163
C -2.15447 -1.53172 1.01764 0.3 -0.7 0.0 -0.138
N -3.09985 -0.39359 1.06089 -0.2 0.0 -0.2 0.043
H -3.96159 -0.68313 1.53120 0.1 0.1 -0.2 0.186
H -3.31146 -0.17288 0.04430 -0.2 0.0 0.5 0.118
C -2.54536 0.82525 1.72293 0.4 0.6 0.1 -0.082
C -1.31967 1.31155 1.00334 0.0 0.0 0.1 -0.253
C -0.05773 1.16883 1.56308 -0.3 0.0 -0.1 -0.027
C 1.07262 1.61455 0.90413 0.3 0.1 -0.1 0.018
C 0.95729 2.21092 -0.35109 -0.4 -0.1 0.2 -0.258
C -0.31556 2.34702 -0.92009 0.2 0.0 -0.1 0.026
C -1.43412 1.91045 -0.25028 0.1 0.0 0.1 -0.035
H -2.40590 2.04353 -0.70152 -0.1 0.1 -0.1 0.114
H -0.39361 2.81530 -1.88755 0.0 0.1 -0.1 0.127
O 1.97773 2.68578 -1.08625 -0.2 0.0 -0.2 -0.027
C 3.29239 2.66392 -0.55708 0.4 0.1 0.1 -0.128
C 3.85903 1.27595 -0.38113 -0.1 0.0 0.0 -0.227
C 4.77459 1.01226 0.63032 -0.1 0.1 -0.2 -0.036
C 5.30272 -0.25554 0.78962 0.0 -0.2 0.0 -0.092
C 4.90588 -1.27236 -0.06601 -0.1 0.2 0.0 -0.673
C 3.99764 -1.02320 -1.08356 0.1 -0.1 0.0 -0.093
C 3.48250 0.25033 -1.23869 0.0 0.1 0.1 -0.024
H 2.78188 0.45381 -2.03499 -0.1 0.0 -0.1 0.123
H 3.70590 -1.81789 -1.75156 0.0 -0.1 -0.1 0.106
Cl 5.54792 -2.86272 0.13737 0.1 -0.1 0.0 0.686
H 6.01616 -0.45635 1.57268 0.1 -0.1 0.1 0.109
H 5.08234 1.80462 1.29685 0.0 0.1 0.1 0.121
H 3.88441 3.21202 -1.29790 -0.1 0.0 0.2 0.146
H 3.32981 3.21750 0.38983 0.0 0.0 -0.1 0.137
H 2.03554 1.48744 1.36996 0.1 0.0 0.0 0.113
H 0.05164 0.71379 2.53658 0.0 -0.1 0.1 0.120
H -3.32465 1.59067 1.71038 -0.1 -0.2 0.0 0.141
H -2.30650 0.58105 2.76002 -0.1 -0.1 -0.1 0.136
H -1.31333 -1.22374 0.39494 -0.1 0.1 0.1 0.133
H -1.77837 -1.72542 2.02414 0.0 0.2 0.0 0.142
H -2.00811 -3.50559 0.26050 0.0 0.0 0.1 0.127
H -3.44405 -3.24883 1.23416 0.1 -0.1 0.1 0.119
H -3.38970 -1.96203 -2.85021 0.0 0.1 0.0 0.130
H -1.95606 -1.73769 -1.84453 0.0 0.0 -0.1 0.130